1.
DFT (ωB97M-V/def2-TZVPD) results for the ion C4H8NO3 with charge -1 in a non-equilibrium geometry.

CARTESIAN COORDINATES (ANGSTROEM)
C (2.18287, -0.15885, 0.84433)
N (1.39282, 0.57617, -0.12604)
C (0.34487, -0.20572, -0.62345)
C (-0.60341, 0.81660, -1.56620)
O (-1.70725, 0.26669, -2.01197)
C (-0.76591, -0.45493, 0.63283)
O (-0.55688, -1.61303, 1.07240)
O (-0.62222, 0.64071, 1.64905)
H (2.37258, 0.39559, 1.78946)
H (3.16850, -0.31531, 0.36526)
H (1.87064, -1.19449, 1.08823)
H (0.04456, 1.14151, 1.11473)
H (0.65049, -1.06920, -1.21571)
H (-0.72460, 1.67612, -0.87497)
H (0.09733, 0.99783, -2.37768)
H (-1.73868, -0.27676, 0.14493)

electronic energy = -437.53786 Ha
total charge = -1
E_LUMO = 2.2 eV
multiplicity = 1
HOMO = -3.66 eV
ΔE to the lowest compared entry with this formula, charge and spin = 167.94 kcal per mole

Here are the natural (NBO) charges for atoms 1 to 4, given in e: -0.46 -0.48 -0.05 0.00

2.
DFT (ωB97M-V/def2-TZVPD) results for a structure of composition C4H7PS in a non-equilibrium geometry.

CARTESIAN COORDINATES (ANGSTROEM)
C (-1.33602, 0.37717, 0.21309)
C (0.60775, 0.90988, 1.16289)
C (-0.12342, 0.89783, -0.12245)
C (-0.03612, -2.09839, -0.78118)
P (-0.97453, 0.43476, 2.02579)
S (0.31878, 1.61796, -1.65347)
H (-2.21579, -0.02924, -0.35603)
H (1.37267, 0.07582, 1.28261)
H (1.21183, 1.69633, 1.50930)
H (-0.13173, -1.87667, -1.81163)
H (0.82179, -2.44540, -0.15252)
H (-0.94997, -1.76358, -0.27482)
H (1.43476, 2.20353, -1.04158)

electronic energy = -895.96310 Ha
total charge = 0
E_LUMO (spin up / spin down) = -0.7 / 0.3 eV
multiplicity = 1
HOMO (spin up / spin down) = -8.47 / -7.35 eV
ΔE to the lowest compared entry with this formula, charge and spin = 92.36 kcal per mole

Here are the natural (NBO) charges for atoms 1 to 4, given in e: -0.56 -0.76 -0.14 -0.52

3.
DFT (ωB97M-V/def2-TZVPD) results for a structure of composition C6H8O6Sm in a non-equilibrium geometry.

CARTESIAN COORDINATES (ANGSTROEM)
O (0.73122, 0.73614, 2.04917)
O (-1.21573, -0.00258, 2.72858)
C (-0.33957, -0.03544, 1.82834)
C (1.89414, 0.15768, 2.64977)
C (3.11356, 0.95805, 2.25303)
H (1.76220, 0.17013, 3.74206)
H (1.98322, -0.89295, 2.33905)
H (3.04737, 1.98659, 2.63429)
H (4.01157, 0.49068, 2.68012)
H (3.23181, 0.99006, 1.16160)
C (-1.77689, -0.95264, -1.78342)
C (-2.48592, 0.09800, -2.65885)
O (-1.45817, 0.65457, -3.48731)
C (-0.33314, -0.05721, -3.37193)
O (-0.46861, -1.05086, -2.51586)
O (0.72401, 0.32233, -3.81548)
O (-1.35062, -0.44556, -0.35576)
H (-2.19022, -1.92973, -2.10270)
H (-2.91012, 0.90178, -2.04251)
H (-3.26256, -0.32699, -3.30799)
Sm (-2.70755, -1.77205, 1.37580)

electronic energy = -1342.72206 Ha
total charge = -1
E_LUMO (spin up / spin down) = 2.8 / 2.8 eV
multiplicity = 8
HOMO (spin up / spin down) = -1.98 / -2.80 eV
ΔE to the lowest compared entry with this formula, charge and spin = 70.20 kcal per mole

Here are the Mulliken charges for atoms 1 to 4, given in e: -0.10 -0.62 -0.07 -0.19

4.
DFT (ωB97M-V/def2-TZVPD) results for a structure of composition C30H45InN3O7P2 in a non-equilibrium geometry.

CARTESIAN COORDINATES (ANGSTROEM)
In (0.35032, -1.79818, -3.19934)
C (2.26216, 1.28165, 2.65642)
C (1.26058, 1.00612, 3.64151)
C (2.40560, -0.94463, 3.23633)
C (2.96315, 0.07123, 2.40913)
C (1.35859, -0.36071, 4.00831)
C (2.54631, 2.58133, 2.03062)
H (2.18250, 3.39780, 2.66875)
H (2.03082, 2.65964, 1.06101)
H (3.61616, 2.73555, 1.83573)
C (4.04786, -0.11736, 1.43298)
H (3.62177, -0.43939, 0.43353)
H (4.71549, -0.93602, 1.78265)
H (4.60621, 0.81699, 1.22395)
C (2.89113, -2.34289, 3.31000)
H (3.88230, -2.39586, 3.79218)
H (2.99731, -2.76836, 2.30243)
H (2.20854, -2.97931, 3.89513)
C (0.50572, -1.03950, 5.02050)
H (0.75991, -0.69220, 6.03501)
H (0.65419, -2.12448, 4.98493)
H (-0.56054, -0.81100, 4.85774)
C (0.27682, 1.96114, 4.19197)
H (0.08536, 1.77005, 5.25723)
H (-0.68603, 1.84871, 3.67115)
H (0.61492, 2.99835, 4.07163)
C (-1.52304, 3.14615, -0.30090)
C (-1.30682, 3.63186, 0.95074)
C (-2.28879, 3.54148, 2.10034)
C (-3.29726, 2.35045, 2.06868)
C (-2.68586, 1.01390, 2.27702)
C (-1.75056, 0.39398, 1.57462)
C (-1.25969, 0.65792, 0.16203)
C (-2.03237, 1.76167, -0.60399)
H (-2.94861, 4.42491, 2.14048)
H (-3.93653, 2.32912, 1.17622)
H (-1.74172, 3.45029, 3.05286)
H (-3.07506, 1.61283, -0.29413)
H (-1.48768, 3.76815, -1.19499)
H (-0.42844, 4.24947, 1.19083)
H (-1.93500, 1.58089, -1.69759)
H (-0.17485, 0.90297, 0.12805)
H (-1.19499, -0.42497, 2.05731)
H (-1.35538, -0.29773, -0.41728)
H (-3.97581, 2.46318, 2.93455)
H (-3.15621, 0.48939, 3.13167)
P (-2.33173, -2.34368, -2.55299)
P (-1.72634, -4.97978, -1.18250)
C (-3.53489, -3.76162, -2.95542)
C (-3.03713, -5.12201, -2.50489)
H (-3.70225, -3.72434, -4.03639)
H (-4.50005, -3.52791, -2.48970)
H (-3.85555, -5.75602, -2.13521)
H (-2.56362, -5.65733, -3.33781)
C (-1.70363, -6.79197, -0.82734)
H (-1.18950, -6.97463, 0.12347)
H (-1.16148, -7.30532, -1.62743)
H (-2.71963, -7.19988, -0.76911)
C (-2.87388, -4.59905, 0.24270)
H (-3.81023, -5.16969, 0.16485)
H (-3.09612, -3.52634, 0.32045)
H (-2.35421, -4.89830, 1.16611)
C (-2.25743, -1.58186, -4.25206)
H (-1.82209, -0.57056, -4.15153)
H (-3.23353, -1.57452, -4.73874)
H (-1.57539, -2.22868, -4.83891)
C (-3.62677, -1.26617, -1.84090)
H (-4.42618, -1.85485, -1.36907)
H (-4.04505, -0.69017, -2.67427)
H (-3.23193, -0.57350, -1.08948)
O (2.11934, 5.22848, -4.94748)
N (2.89384, 5.10028, -3.98575)
O (3.49570, 6.06064, -3.44835)
C (3.16261, 3.78734, -3.45444)
C (2.57110, 2.67000, -4.02828)
C (2.41106, 1.55978, -3.21199)
C (3.29423, 1.35812, -2.03983)
O (3.29908, 0.31143, -1.37246)
C (4.17194, 2.47491, -1.73144)
C (3.92599, 3.68928, -2.28536)
N (5.24234, 2.36869, -0.70185)
O (6.13165, 1.47340, -0.74094)
O (5.25261, 3.32022, 0.12494)
N (1.55462, 0.53265, -3.62261)
O (0.33829, 0.48752, -3.13415)
O (2.01843, -0.46187, -4.26659)
H (2.14893, 2.70146, -5.04820)
H (4.30438, 4.59130, -1.79703)

electronic energy = -2733.14940 Ha
total charge = +1
E_LUMO (spin up / spin down) = -5.4 / -5.4 eV
multiplicity = 1
HOMO (spin up / spin down) = -10.54 / -10.55 eV
ΔE to the lowest compared entry with this formula, charge and spin = 0.00 kcal per mole

Here are the Mulliken charges for atoms 1 to 4, given in e: 0.53 0.72 0.43 0.24

5.
DFT (ωB97M-V/def2-TZVPD) results for a structure of composition C3H4NS in a non-equilibrium geometry.

CARTESIAN COORDINATES (ANGSTROEM)
C (0.61718, -1.22385, -0.37756)
C (1.75172, -0.34928, -0.84113)
C (-0.23870, 0.51186, 0.63482)
N (-0.60688, -0.36941, -0.32514)
S (1.53930, 0.99720, 0.01536)
H (-0.87051, 1.38558, 0.77580)
H (0.03924, -0.19474, 1.53022)
H (-0.76871, 0.20103, -1.23650)
H (-1.46264, -0.95839, -0.17587)

electronic energy = -569.12995 Ha
total charge = +1
E_LUMO = -7.1 eV
multiplicity = 1
HOMO = -15.11 eV
ΔE to the lowest compared entry with this formula, charge and spin = 136.53 kcal per mole

Here are the natural (NBO) charges for atoms 1 to 4, given in e: 0.23 -0.30 -0.40 -0.64

6.
DFT (ωB97M-V/def2-TZVPD) results for a cluster of 2 separate species, C8H11BrN5 in total in a non-equilibrium geometry.

CARTESIAN COORDINATES (ANGSTROEM)
C (-0.44964, -0.51198, -3.90112)
C (0.82496, -0.28122, -3.40445)
C (-1.50609, -0.66057, -3.01354)
C (1.04956, -0.18363, -2.04583)
C (-1.30486, -0.55085, -1.65586)
C (-0.02132, -0.30109, -1.15135)
C (1.45086, -0.06951, 0.90905)
C (-1.10804, 0.10230, 3.42538)
N (-0.85558, -0.12995, 1.07151)
N (0.17001, -0.18929, 0.19376)
N (1.07363, -0.02817, 2.27790)
N (-0.33724, -0.01733, 2.23663)
N (2.19071, 1.10783, 0.44662)
Br (-2.63961, 1.47060, 6.13514)
H (-0.62029, -0.57713, -4.96678)
H (1.65737, -0.17363, -4.08654)
H (-2.49911, -0.87118, -3.38513)
H (2.03779, 0.00902, -1.66107)
H (-2.11913, -0.65558, -0.95721)
H (2.10184, -0.93840, 0.68122)
H (-1.87414, 0.86801, 3.30605)
H (-1.60665, -0.84102, 3.65857)
H (-0.44634, 0.37280, 4.24499)
H (1.72144, 1.95067, 0.76798)
H (3.10986, 1.09930, 0.87407)

electronic energy = -3159.24393 Ha
total charge = -1
E_LUMO = 2.8 eV
multiplicity = 1
HOMO = -3.92 eV
ΔE to the lowest compared entry with this formula, charge and spin = 0.00 kcal per mole

Here are the natural (NBO) charges for atoms 1 to 4, given in e: -0.26 -0.21 -0.20 -0.22